Record 1
# C2H4IN2

An isolated ion of composition C2H4IN2 and charge +1 in a non-equilibrium geometry (ωB97M-V/def2-TZVPD, OMol25).

<S²>: 2.02
Charge: +1
Kohn-Sham gap (alpha / beta) in hartree: 0.2987 / 0.2490
Spin multiplicity: 3

Cartesian coordinates (Å):
C1 -0.559 -1.554 0.127
C2 0.929 0.328 -0.192
N1 0.186 -0.691 -0.378
N2 0.529 1.507 0.103
I1 3.334 0.080 -0.034
H1 -0.987 -1.425 1.169
H2 -1.232 -2.238 -0.491
H3 -0.441 1.680 0.252
H4 1.214 2.243 -0.066

Record 2
# C23H27N5O3

C23H27N5O3 as an isolated structure in a non-equilibrium geometry (ωB97M-V/def2-TZVPD, OMol25).

Charge: 0
Kohn-Sham gap in hartree: 0.2759
Spin multiplicity: 1

Cartesian coordinates (Å):
C1 7.051 1.069 -2.612
C2 5.587 1.786 -2.340
H1 5.202 2.246 -3.282
H2 5.737 2.502 -1.553
O1 4.675 1.055 -2.073
C3 4.234 0.199 -3.012
O2 4.551 0.385 -4.097
N1 3.239 -0.751 -2.711
C4 2.986 -0.930 -1.297
H3 2.328 -0.081 -0.805
C5 2.310 -2.475 -1.051
H4 2.972 -3.130 -1.473
H5 2.105 -2.221 0.105
C6 0.932 -2.458 -1.694
N2 -0.150 -1.756 -0.975
C7 -1.070 -2.551 -0.429
O3 -1.395 -3.548 -0.710
C8 -2.028 -1.715 0.442
N3 -1.807 -0.610 0.752
C9 -2.428 0.038 1.622
N4 -2.302 1.409 2.028
N5 -3.245 1.578 2.839
C10 -4.287 0.656 2.743
C11 -3.673 -0.420 2.036
C12 -4.393 -1.589 1.265
C13 -3.441 -2.269 0.747
H6 -3.574 -3.064 0.408
C14 -5.671 -2.217 1.811
H7 -5.557 -2.181 3.018
H8 -6.357 -1.422 1.603
H9 -5.789 -3.149 1.368
C15 -5.627 0.992 3.325
H10 -5.667 1.820 3.965
H11 -6.374 0.992 2.724
H12 -5.696 0.162 4.157
C16 -1.262 2.014 2.016
C17 -1.423 3.597 2.369
C18 -0.118 4.238 2.618
C19 0.987 3.887 1.900
C20 1.210 2.466 1.443
C21 0.047 1.755 1.739
H13 0.326 0.559 1.307
H14 2.152 2.297 1.079
H15 1.907 4.718 1.909
H16 -0.295 5.373 2.635
H17 -2.392 3.916 2.978
H18 -0.060 -0.801 -0.422
C22 0.973 -1.486 -2.882
H19 0.307 -2.114 -3.882
C23 2.587 -1.617 -3.594
H20 2.472 -1.037 -4.541
H21 2.818 -2.559 -3.714
H22 0.444 -0.590 -2.891
H23 0.697 -3.381 -1.728
H24 3.898 -0.895 -0.454
H25 7.836 1.684 -2.785
H26 6.963 0.526 -3.597
H27 7.475 0.503 -1.841

Record 3
# C4H12O3

A 2-piece molecular cluster, C4H12O3 overall in a non-equilibrium geometry (ωB97M-V/def2-TZVPD, OMol25).

Charge: 0
Kohn-Sham gap in hartree: 0.4099
Spin multiplicity: 1
SMILES string: OCCCCO.O

Cartesian coordinates (Å):
O1 -0.938 -1.217 1.073
C1 -1.155 -1.225 -0.415
C2 -1.263 0.130 -1.026
C3 -0.071 0.902 -1.464
C4 1.018 1.077 -0.394
O2 1.557 -0.210 0.109
H1 -0.067 -0.820 1.286
H2 -2.213 -1.611 -0.571
H3 -0.510 -1.998 -0.925
H4 -1.940 0.648 -0.328
H5 -1.919 0.152 -1.970
H6 0.478 0.481 -2.511
H7 -0.326 1.993 -1.753
H8 1.826 1.756 -0.686
H9 0.476 1.617 0.395
H10 1.374 -0.821 -0.661
O3 1.522 -0.525 3.357
H11 1.498 0.241 2.764
H12 0.653 -0.570 3.720

Record 4
# C5H5BClFO2S

The molecule C5H5BClFO2S in a non-equilibrium geometry (ωB97M-V/def2-TZVPD, OMol25).

Charge: 0
Kohn-Sham gap (alpha / beta) in hartree: 0.2479 / 0.2476
Spin multiplicity: 1

Cartesian coordinates (Å):
B1 -2.743 -0.109 -0.019
C1 -1.382 0.526 -0.087
C2 1.600 0.084 -0.029
C3 0.755 -0.936 -0.132
C4 1.112 1.418 0.003
C5 3.105 -0.071 -0.002
O1 -2.822 -1.465 -0.166
O2 -3.820 0.695 0.233
F1 1.995 2.440 0.020
S1 -0.521 1.899 -0.090
Cl1 0.664 -2.566 -0.021
H1 3.482 0.218 0.975
H2 3.369 -1.107 -0.197
H3 3.562 0.574 -0.750
H4 -3.686 -1.859 -0.048
H5 -4.670 0.260 0.308